A cluster of 14 separate species, C16H57F3N24O15 in total at a distorted geometry. Source: the OMol25 dataset; level of theory: ωB97M-V with the def2-TZVPD basis set.

CARTESIAN COORDINATES (ANGSTROEM)
O 2.29 -0.21 -3.82
H 1.80 0.52 -4.22
H 2.80 -0.73 -4.44
H 1.70 -0.67 -3.21
C 0.94 -0.89 -0.34
O -0.36 -1.08 0.31
O 0.52 -1.01 -1.67
C 1.79 0.38 0.22
F 2.99 0.46 -0.37
F 1.41 1.61 0.14
F 2.13 0.09 1.47
C -1.35 0.09 0.36
C -1.65 0.30 1.96
H -2.30 -0.50 2.32
H -0.74 0.13 2.54
H -2.17 1.24 2.17
H -2.31 -0.08 -0.13
H -0.89 1.04 0.08
H 1.58 -1.76 -0.23
C 3.94 2.81 -3.40
O 4.71 1.88 -3.67
N 3.60 3.85 -4.19
N 2.98 2.79 -2.54
H 4.14 3.95 -5.04
H 2.76 4.35 -3.94
H 2.91 1.92 -2.02
H 2.34 3.51 -2.24
C 2.42 -5.24 -0.04
O 2.22 -6.08 -0.92
N 3.30 -4.39 -0.22
N 1.67 -5.06 0.96
H 3.84 -4.67 -1.03
H 3.55 -3.68 0.45
H 1.97 -4.59 1.80
H 0.88 -5.68 1.07
C 0.24 -2.86 4.67
O 0.92 -3.00 5.63
N -0.22 -1.81 4.25
N -0.13 -3.80 3.90
H -0.53 -1.62 3.31
H 0.26 -1.07 4.74
H -0.75 -3.45 3.19
H 0.24 -4.73 3.96
C -0.87 2.00 -3.56
O 0.08 1.68 -4.23
N -1.08 1.54 -2.40
N -1.62 3.11 -3.94
H -0.61 0.64 -2.32
H -2.00 1.78 -2.06
H -2.51 3.28 -3.51
H -1.32 3.72 -4.69
C 0.82 4.74 2.42
O 0.38 5.19 3.47
N 1.13 3.46 2.25
N 1.26 5.47 1.39
H 1.52 3.12 1.39
H 0.84 2.80 2.96
H 1.56 4.99 0.56
H 1.16 6.48 1.39
C 5.11 -1.73 1.44
O 4.24 -2.56 1.63
N 6.37 -1.81 1.67
N 4.87 -0.50 1.17
H 6.92 -0.98 1.49
H 6.81 -2.69 1.94
H 5.57 0.11 1.57
H 3.98 -0.17 0.83
C -4.21 2.43 -0.86
O -3.58 3.10 -1.68
N -5.33 1.89 -1.04
N -3.69 2.05 0.25
H -5.55 1.09 -0.47
H -5.92 2.16 -1.81
H -4.17 1.42 0.88
H -2.87 2.54 0.59
C -3.71 4.10 3.04
O -3.65 4.61 1.88
N -4.20 3.00 3.33
N -3.28 4.72 4.09
H -3.88 2.75 4.26
H -4.70 2.37 2.73
H -2.99 5.68 4.01
H -3.65 4.41 4.98
C -2.02 -4.21 0.00
O -2.73 -5.14 0.17
N -1.28 -3.92 -1.03
N -2.08 -3.12 0.73
H -0.94 -4.51 -1.76
H -0.71 -3.17 -0.66
H -1.60 -2.25 0.51
H -2.85 -3.12 1.38
C -2.94 -2.48 -3.40
O -3.63 -3.41 -3.72
N -1.81 -2.26 -3.90
N -3.30 -1.51 -2.62
H -1.31 -2.85 -4.55
H -1.28 -1.79 -3.17
H -2.97 -0.56 -2.52
H -4.24 -1.66 -2.28
C -0.36 1.61 5.37
O 0.31 0.96 4.56
N 0.04 1.67 6.65
N -1.41 2.28 5.11
H -0.57 2.21 7.24
H 1.05 1.67 6.73
H -1.52 2.49 4.13
H -1.90 2.72 5.88
C 0.94 -2.41 -5.74
O 0.82 -1.19 -5.73
N 1.01 -3.08 -4.60
N 0.89 -3.26 -6.78
H 0.91 -4.07 -4.81
H 1.10 -2.78 -3.64
H 0.47 -2.86 -7.61
H 1.25 -4.20 -6.81

The energy comes out at -3386.243362 Ha. Its net charge is 0. Its molar mass is 882.78 Da. As for the HOMO energy: -8.766 eV.

Atom charges from the Mulliken analysis, given in e for atoms 1 to 5: O -0.0523; H 0.4605; H 0.4374; H -0.1312; C -0.0249